Molecular formula: C39H20ClLiN8O2
Method: DFT, ωB97M-V/def2-TZVPD

For the max |F|, the calculation gives 0.7 eV/Å. For the total energy, the calculation gives -2554.69506 a.u. The calculation puts the HOMO energy (spin up / spin down) at -0.0409 / -0.0288 Eh. For the LUMO energy (spin up / spin down), the calculation gives 0.1514 / 0.1538 Ha. As for the HOMO-LUMO gap (spin up / spin down): 5.23 / 4.97 eV. Its spin multiplicity is 1. The total charge is -2.

Last column: Mulliken charge in e.
Geometry (Å):
Li (0.07, -0.18, -0.47)  1.20
C (1.04, 0.47, 6.19)  -0.58
C (-0.30, 0.89, 6.18)  -0.59
C (-1.07, 0.80, 5.04)  -0.21
C (-0.48, 0.28, 3.89)  0.00
C (-0.95, 0.05, 2.53)  -0.25
N (0.02, -0.48, 1.77)  0.55
C (1.13, -0.60, 2.54)  -0.45
N (2.32, -1.08, 2.13)  -0.62
C (2.79, -0.73, 0.97)  -0.12
C (4.09, -1.24, 0.46)  0.50
C (5.03, -2.11, 0.97)  -0.29
C (6.16, -2.36, 0.21)  -0.54
C (6.34, -1.75, -1.04)  -0.55
C (5.39, -0.88, -1.55)  -0.07
C (4.26, -0.63, -0.78)  -0.11
C (3.06, 0.21, -0.99)  0.27
N (2.92, 0.91, -2.10)  -0.68
C (1.77, 1.56, -2.37)  -0.41
N (0.57, 1.36, -1.80)  -0.30
C (-0.31, 2.22, -2.35)  -0.39
N (-1.62, 2.35, -2.07)  -0.70
C (-2.12, 1.85, -0.96)  0.21
N (-1.48, 1.38, 0.12)  -0.61
C (-2.42, 0.90, 0.99)  0.03
N (-2.22, 0.31, 2.13)  -0.59
C (-3.78, 1.14, 0.45)  0.26
C (-5.04, 0.86, 0.93)  0.08
C (-6.13, 1.22, 0.14)  -0.63
C (-5.94, 1.84, -1.10)  -0.52
C (-4.66, 2.11, -1.57)  -0.19
C (-3.59, 1.76, -0.78)  -0.05
C (0.35, 3.01, -3.39)  0.27
C (-0.09, 4.01, -4.25)  -0.13
C (0.83, 4.56, -5.13)  -0.57
C (2.17, 4.13, -5.14)  -0.55
C (2.61, 3.15, -4.28)  -0.12
C (1.68, 2.58, -3.40)  0.25
N (2.24, 0.12, 0.07)  -0.60
C (0.86, -0.14, 3.89)  0.07
C (1.63, -0.05, 5.05)  -0.18
H (1.62, 0.56, 7.10)  0.36
H (-0.73, 1.29, 7.09)  0.37
H (-2.10, 1.13, 5.02)  0.49
H (4.87, -2.58, 1.94)  0.51
H (6.92, -3.05, 0.58)  0.36
H (7.23, -1.97, -1.61)  0.36
H (5.51, -0.40, -2.51)  0.51
H (-5.17, 0.36, 1.88)  0.51
H (-7.14, 1.01, 0.48)  0.37
H (-6.81, 2.10, -1.69)  0.37
H (-4.50, 2.58, -2.54)  0.51
H (-1.12, 4.33, -4.23)  0.51
H (0.52, 5.34, -5.82)  0.36
H (2.86, 4.59, -5.84)  0.36
H (3.64, 2.81, -4.27)  0.51
H (2.67, -0.36, 5.04)  0.49
Cl (-3.20, -6.59, 0.92)  -0.31
C (-2.69, -4.99, 0.37)  0.24
C (-3.66, -4.00, 0.14)  -0.61
C (-3.28, -2.76, -0.29)  -0.42
C (-1.90, -2.39, -0.51)  0.07
O (-1.59, -1.24, -0.88)  -0.72
C (-0.95, -3.45, -0.26)  1.22
C (0.47, -3.27, -0.48)  -0.39
O (1.04, -2.28, -0.90)  -0.43
C (-1.37, -4.72, 0.18)  -0.90
H (-4.71, -4.23, 0.30)  0.38
H (-4.02, -1.98, -0.46)  0.41
H (1.07, -4.18, -0.23)  0.13
H (-0.62, -5.48, 0.37)  0.30